{
  "formula": "C17H36AsCrN5",
  "method": "wB97M-V/def2-TZVPD",
  "symbols": ["H", "H", "C", "H", "N", "H", "N", "H", "H", "C", "H", "H", "H", "N", "C", "C", "H", "N", "H", "H", "C", "H", "C", "H", "H", "H", "H", "H", "H", "H", "H", "H", "C", "H", "C", "C", "C", "N", "H", "C", "C", "H", "H", "As", "C", "H", "H", "C", "H", "H", "H", "H", "H", "H", "Cr", "C", "C", "H", "C", "H"],
  "positions_angstrom": [[0.0701, 3.0812, 1.0419], [-3.4861, -0.9694, -1.4713], [-1.9591, 0.2430, -2.3919], [-3.7973, 2.1846, -2.0712], [-1.9074, 1.3925, -1.4438], [2.7893, 1.0231, 1.7610], [-3.2165, 0.6281, 0.9163], [-3.3907, 1.1629, 1.7618], [2.0175, 1.6108, -2.3793], [2.0787, 0.5648, -2.0786], [4.3991, -1.2433, 1.1380], [-1.8442, -2.1127, 1.4765], [-2.0272, 2.4091, 2.9809], [-0.5161, 0.2348, 2.4170], [1.8687, -1.5345, 0.1844], [-2.5136, -1.7834, 0.6813], [0.9335, 1.6860, 2.9093], [-1.6935, -1.1234, -0.3652], [1.5555, -0.0519, -2.8071], [2.1808, -2.8392, -2.1742], [-3.2199, 2.0409, -1.1552], [-0.9497, 0.0980, -2.7807], [5.5269, -2.7677, -1.6658], [-0.1634, 1.3141, 4.2434], [0.2373, -0.4484, 2.4750], [-4.5604, -1.0241, 0.8477], [1.0487, -2.1872, -0.1222], [-0.8803, -1.7128, -0.5321], [-1.3527, 2.1072, -1.9127], [-2.6130, 0.4532, -3.2403], [-1.4886, 3.4567, 0.9156], [3.7183, 1.0780, 0.2589], [-0.1021, 1.4611, 3.1661], [-0.6972, 3.5320, 3.2337], [-0.9855, 2.6116, 2.7267], [-4.0626, 1.2512, -0.1546], [4.3096, -3.0313, -2.2843], [-0.8631, 2.7229, 1.2444], [-2.2411, -1.8876, -2.2879], [3.1286, -2.6258, -1.6890], [4.3697, -1.7195, 0.1634], [6.4975, -1.9393, 0.0557], [-3.0094, 3.0342, -0.7579], [1.3839, 0.3576, -0.2747], [5.5513, -2.1179, -0.4374], [-4.6374, 0.4798, -0.6589], [-4.7958, 1.9279, 0.2844], [3.1449, -1.9623, -0.4608], [-3.0054, -2.6753, 0.2900], [-1.2909, -0.1957, 2.9215], [2.6231, 2.4035, 0.6507], [-3.6298, -0.9210, 2.3118], [6.4530, -3.0688, -2.1352], [1.9548, -1.5686, 1.2733], [-1.1268, 0.7470, 0.3948], [2.7600, 1.3239, 0.7141], [-2.4187, -1.0104, -1.6656], [4.2875, -3.5698, -3.2222], [-3.5679, -0.7937, 1.2314], [3.1248, 0.2635, -2.0514]],
  "mulliken_charge": [0.206, 0.331, -0.679, 0.465, 0.046, 0.448, -0.254, 0.384, 0.511, -1.417, 0.419, 0.375, 0.238, -0.397, -0.907, -0.581, 0.153, -0.064, 0.421, 0.347, -0.763, 0.213, -0.507, 0.474, 0.218, 0.435, 0.621, 0.157, 0.337, 0.448, 0.324, 0.468, -0.336, 0.576, -0.628, -0.739, -0.768, -0.161, 0.573, -0.156, -0.139, 0.422, 0.314, 1.376, -0.798, 0.363, 0.539, -0.187, 0.496, 0.368, 0.440, 0.407, 0.439, 0.623, -0.473, -1.386, -0.723, 0.427, -0.781, 0.446],
  "s_squared": 3.812,
  "spin_multiplicity": 4,
  "lumo_energy_ev": [-10.34, -9.72],
  "gap_ev": [5.96, 6.58],
  "total_charge": 3
}

---

{
  "formula": "C17H36BN6O6",
  "method": "wB97M-V/def2-TZVPD",
  "symbols": ["N", "H", "H", "N", "O", "C", "C", "H", "H", "H", "H", "H", "H", "H", "H", "C", "H", "H", "H", "H", "O", "C", "O", "C", "H", "N", "O", "H", "C", "H", "C", "H", "N", "C", "H", "H", "H", "H", "C", "H", "C", "C", "B", "H", "H", "H", "H", "H", "C", "H", "O", "H", "C", "C", "H", "H", "N", "N", "H", "C", "H", "H", "H", "C", "C", "O"],
  "positions_angstrom": [[-0.8190, -1.0939, 0.7797], [1.8786, 0.9654, -0.8580], [0.4646, 0.9553, -3.2859], [2.3266, -0.9361, 2.5398], [-2.0713, -4.2977, 1.4643], [2.7130, 1.5122, 2.1845], [-3.1256, -0.0011, -0.8905], [1.7608, -1.0027, -2.6874], [-1.4128, 4.2051, -3.6233], [0.2583, 1.3562, -0.3216], [-4.3090, 0.3720, 0.8939], [-2.0667, -1.4906, 2.4542], [2.4161, -1.6717, 3.2326], [1.4979, 4.2557, -5.0005], [-3.6240, 2.9888, -0.4371], [-1.3487, -3.3805, 1.7475], [1.6498, 1.7498, 2.1532], [1.1913, -4.4534, -0.4245], [-3.4095, -1.0425, -0.7381], [1.4839, 2.2121, -2.6488], [1.7122, 2.4077, -5.8048], [0.5041, -1.0426, 1.1073], [0.8500, -3.5516, -0.4248], [-0.4626, 3.6865, -3.4942], [0.2886, 4.4367, -3.2297], [1.3476, -1.2126, 0.0307], [-1.7049, 0.1280, -1.0529], [0.1968, -1.1373, -3.0201], [1.1081, 3.2483, -5.2005], [4.0807, 0.0694, 2.9792], [3.3429, -2.9555, -0.3673], [-3.5676, 0.3012, -1.8416], [0.8863, -1.3608, -2.3099], [3.0132, 0.2786, 3.0125], [-1.5347, 2.1056, -2.5396], [-0.7600, 0.2213, 2.9362], [-1.2683, -1.8877, -1.1423], [-0.6031, 3.1203, -1.4348], [-0.5871, 2.6265, -2.4095], [-1.2903, -1.0733, 4.6512], [0.5796, 1.6323, -2.4438], [-3.6398, 0.9116, 0.2225], [1.8202, -2.6231, -0.2490], [3.2154, 2.3608, 2.6497], [3.5072, -3.3021, -1.3945], [-5.0671, 2.5369, 0.4446], [-2.7784, 1.2202, 0.8196], [0.6515, 0.4937, 3.9268], [-1.7778, -1.9414, 1.5082], [-4.8618, 2.0077, -1.2249], [-0.1356, -3.5197, 2.3277], [3.6521, -3.7771, 0.2799], [0.5486, -0.6414, -1.0988], [0.0913, -0.2771, 3.4004], [-2.6815, -2.0124, 0.9103], [3.9787, -2.0873, -0.2159], [-0.3717, -1.3189, 4.3048], [0.9479, -0.7592, 2.3163], [-0.1950, -4.1894, 3.0235], [0.8244, 0.8790, -1.1249], [3.0904, 1.4171, 1.1679], [0.2299, -1.3898, 5.1151], [2.7699, 0.4878, 4.0613], [-0.9253, -0.9554, -0.6839], [-4.3405, 2.1804, -0.2837], [-0.1388, 3.0557, -4.7382]],
  "mulliken_charge": [1.047, 0.459, 0.489, -0.490, -0.556, -0.919, -0.840, 0.372, 0.383, 0.185, 0.419, 0.626, 0.248, 0.399, 0.282, 0.148, 0.200, 0.305, 0.436, 0.411, -0.478, -1.660, -0.615, -0.912, 0.480, -0.132, -0.097, 0.423, 0.186, 0.441, -1.024, 0.681, -0.480, -0.520, -0.065, 0.389, 0.546, 0.352, -0.030, 0.248, -1.067, 0.032, 0.677, 0.493, 0.336, 0.387, -0.019, 0.612, -0.517, 0.347, -0.340, 0.348, 1.163, -1.364, 0.394, 0.287, -0.416, 1.451, 0.411, -0.690, 0.175, 0.250, 0.361, -1.960, -1.355, -0.333],
  "lumo_energy_ev": -2.50,
  "gap_ev": 10.09,
  "smiles": "CCCO[C@@H]1N(CC(=O)O)C(N(CN)NCC)=[N+](B(C)O)[C@]1(N)CCCCOC=O",
  "total_charge": 1
}

---

no.,E_tot (eV)
1,-114900.178
2,-40110.185